(1)
A molecular structure, C30H24ClIIrNO4Si at a distorted geometry, computed with wB97M-V/def2-TZVPD.

Properties
* max |F|: 0.0674 Eh/bohr
* frontier orbital gap (alpha / beta): 6.093 / 6.040 eV
* charge: 0
* relative energy (zero: lowest compared OMol25 entry of this formula, charge and spin): 136.05 kJ/mol
* 2S+1: 1
* E: -2665.0100 Eh
* lowest unoccupied orbital energy (alpha / beta): -1.394 / -1.509 eV

The geometry in XYZ format:
```
63
Properties=species:S:1:pos:R:3:lowdin_charge:R:1
Ir -0.484 0.096 0.015 1.2837
Cl 4.656 -4.692 -0.219 0.6948
C 3.195 -3.802 0.013 -0.6153
C 2.132 -4.432 0.644 -0.1654
C 0.961 -3.742 0.875 -0.6167
I -0.651 -4.650 1.852 0.9601
C 0.782 -2.409 0.466 -0.4248
O -0.314 -1.769 0.730 -0.3127
C 1.870 -1.794 -0.220 -0.1446
N 1.679 -0.518 -0.629 0.0491
C 2.671 0.136 -1.239 -0.0935
C 3.897 -0.441 -1.483 -0.0352
C 4.126 -1.757 -1.092 0.0102
C 3.099 -2.466 -0.441 -0.1677
H 2.220 -5.462 0.953 0.0955
H 2.451 1.150 -1.534 0.1174
H 4.667 0.128 -1.978 0.1094
H 5.072 -2.233 -1.281 0.0935
C -2.525 -2.140 -6.311 -0.0791
O -2.234 -0.768 -6.430 -0.0639
C -1.797 -0.107 -5.327 -0.2657
C -1.538 1.266 -5.491 -0.0089
C -1.110 2.023 -4.433 -0.0238
C -0.967 1.500 -3.128 -0.1010
C -0.633 2.316 -2.012 -0.3241
C -0.112 3.726 -2.163 0.0177
O -0.750 1.932 -0.793 -0.2235
C -1.239 0.088 -2.956 -0.3294
O -1.217 -0.529 -1.835 -0.1798
C -1.590 -0.679 -4.089 0.0539
H -2.874 -2.451 -7.294 0.0937
H -3.314 -2.320 -5.574 0.0999
H -1.633 -2.715 -6.043 0.0988
H -1.681 1.702 -6.466 0.1157
H -0.915 3.068 -4.613 0.1024
H -0.039 4.056 -3.191 0.0641
H 0.882 3.755 -1.715 0.0951
H -0.747 4.416 -1.608 0.0995
H -1.759 -1.727 -3.902 0.1152
C -2.287 4.405 3.650 -0.0962
C -1.218 3.931 4.391 -0.0921
C -0.444 2.891 3.908 -0.1143
C -0.732 2.301 2.684 -0.3243
C -1.818 2.776 1.958 -0.1265
C -2.584 3.825 2.430 -0.0917
Si 0.386 0.856 2.107 0.6244
C 0.276 -0.532 3.416 -0.3341
C 1.404 -1.027 4.063 -0.1182
C 1.292 -2.005 5.036 -0.0944
C 0.050 -2.524 5.360 -0.1047
C -1.079 -2.060 4.706 -0.1189
C -0.965 -1.072 3.747 -0.1240
H -2.887 5.220 4.025 0.0981
H -0.983 4.373 5.347 0.0988
H 0.391 2.524 4.484 0.0981
H -2.060 2.326 1.007 0.0631
H -3.413 4.190 1.842 0.0988
H 1.810 1.332 2.152 -0.0254
H 2.377 -0.635 3.806 0.0887
H 2.176 -2.369 5.537 0.0982
H -0.038 -3.292 6.113 0.0991
H -2.047 -2.477 4.937 0.1004
H -1.847 -0.715 3.237 0.1022
```

=====

(2)
A molecular structure, C30H24CrN7O5S at a distorted geometry, computed with wB97M-V/def2-TZVPD.

Properties
* max |F|: 0.0641 Eh/bohr
* frontier orbital gap (alpha / beta): 4.242 / 4.919 eV
* charge: -2
* relative energy (zero: lowest compared OMol25 entry of this formula, charge and spin): 0.00 kJ/mol
* 2S+1: 2
* E: -3359.8234 Eh
* lowest unoccupied orbital energy (alpha / beta): 4.529 / 4.528 eV

The geometry in XYZ format:
```
68
Properties=species:S:1:pos:R:3:lowdin_spin:R:1
Cr -0.520 0.777 0.794 0.8801
O -2.610 5.644 0.072 -0.0002
C -2.663 5.149 -1.190 -0.0012
C -3.348 5.866 -2.155 0.0001
C -3.442 5.400 -3.464 -0.0013
C -2.799 4.221 -3.816 0.0001
C -2.117 3.493 -2.867 -0.0008
C -2.048 3.913 -1.526 -0.0002
C -1.422 3.064 -0.534 -0.0069
O -1.037 1.856 -0.810 -0.0018
N -1.308 3.523 0.713 -0.0016
N -0.855 2.577 1.548 -0.0131
C -0.717 2.930 2.817 0.0426
C -0.401 2.015 3.845 0.0033
C -0.009 2.466 5.118 0.0096
C 0.313 1.587 6.129 -0.0004
C 0.248 0.219 5.897 0.0107
C -0.174 -0.260 4.668 -0.0009
C -0.513 0.603 3.621 0.0097
O -0.938 0.119 2.491 0.0122
H -2.089 4.972 0.600 -0.0001
H -3.830 6.789 -1.865 0.0000
H -4.004 5.956 -4.203 -0.0001
H -2.844 3.875 -4.841 0.0000
H -1.636 2.560 -3.124 0.0001
H -0.863 3.980 3.068 0.0025
H 0.071 3.534 5.286 0.0003
H 0.630 1.958 7.097 -0.0003
H 0.515 -0.478 6.680 0.0008
H -0.211 -1.317 4.454 -0.0002
N 3.345 -5.715 -2.616 0.0001
C 2.465 -4.987 -1.801 0.0004
C 1.901 -5.582 -0.673 0.0001
C 1.071 -4.844 0.157 0.0007
C 0.797 -3.523 -0.139 0.0012
C 1.356 -2.922 -1.246 0.0004
C 2.190 -3.650 -2.076 0.0002
S -0.272 -2.562 0.948 0.0027
O 0.542 -2.235 2.087 0.0001
O -1.416 -3.412 1.226 -0.0002
N -0.708 -1.220 0.186 0.0040
C -1.653 -1.272 -0.752 -0.0015
N -2.566 -0.281 -0.677 0.0003
C -3.376 -0.132 -1.712 -0.0012
C -3.315 -0.968 -2.826 -0.0001
C -2.440 -2.034 -2.736 -0.0012
N -1.620 -2.215 -1.705 -0.0003
H 3.187 -6.711 -2.605 0.0000
H 3.430 -5.354 -3.555 0.0000
H 2.122 -6.618 -0.445 0.0000
H 0.614 -5.288 1.030 0.0000
H 1.117 -1.891 -1.446 0.0004
H 2.643 -3.178 -2.937 0.0001
H -4.104 0.672 -1.652 0.0000
H -3.934 -0.806 -3.697 0.0000
H -2.361 -2.781 -3.520 -0.0001
N 1.180 0.670 0.579 -0.0686
C 2.291 0.071 0.264 0.0080
C 3.049 -0.688 1.207 0.0239
C 4.169 -1.379 0.822 0.0054
C 4.626 -1.356 -0.494 0.0476
C 3.948 -0.568 -1.416 0.0035
C 2.832 0.143 -1.054 0.0254
H 2.683 -0.729 2.222 0.0016
H 4.721 -1.956 1.557 -0.0012
H 5.487 -1.937 -0.800 0.0046
H 4.307 -0.517 -2.439 -0.0014
H 2.314 0.763 -1.773 0.0020
```